## A
17
Properties=species:S:1:pos:R:3 method="wB97M-V/def2-TZVPD" multiplicity=1 total_charge=0 e_lumo_ev=0.87 smiles=OC[C@H]1CCOC1 homo_energy_ev=-9.49
O -1.072 -2.217 -0.168
C -1.060 -1.005 -0.899
C -0.553 0.119 -0.002
C 0.582 -0.295 0.940
C 1.282 1.035 1.198
O 1.146 1.795 0.005
C 0.094 1.271 -0.790
H -1.216 -2.934 -0.796
H -0.398 -1.090 -1.776
H -2.067 -0.766 -1.272
H -1.383 0.510 0.601
H 0.213 -0.768 1.853
H 1.252 -1.003 0.441
H 2.349 0.924 1.417
H 0.815 1.574 2.037
H 0.517 0.900 -1.737
H -0.615 2.072 -1.030

=====

## B
17
Properties=species:S:1:pos:R:3 method="wB97M-V/def2-TZVPD" multiplicity=1 total_charge=0 e_lumo_ev=0.90 smiles=C[C@@H](O)[C@H]1CCO1 homo_energy_ev=-9.55
C 1.402 -1.724 0.080
C -0.012 -1.168 0.066
O -0.443 -1.110 1.413
C -0.036 0.196 -0.617
C -1.225 1.139 -0.359
C -0.148 2.104 0.153
O 0.885 1.128 -0.030
H 1.421 -2.699 0.574
H 1.789 -1.832 -0.939
H 2.049 -1.034 0.629
H -0.674 -1.832 -0.519
H -1.389 -0.920 1.417
H 0.183 0.052 -1.686
H -1.783 1.457 -1.242
H -1.927 0.803 0.409
H -0.233 2.417 1.200
H 0.012 2.987 -0.478

=====

## C
17
Properties=species:S:1:pos:R:3 method="wB97M-V/def2-TZVPD" multiplicity=1 total_charge=0 e_lumo_ev=0.32 smiles="C=C(O)/C=C/C.O" homo_energy_ev=-8.25
C 1.149 1.136 2.201
C -1.369 0.285 -1.971
C -1.269 0.041 -0.642
O -2.120 -0.882 -0.094
C -0.142 0.493 0.156
C 0.168 0.269 1.445
H 0.658 1.376 3.138
H 1.304 2.055 1.654
H 2.019 0.520 2.392
H -1.585 -0.607 -2.543
H -0.892 1.167 -2.360
H -2.105 -0.778 0.870
H 0.426 1.243 -0.395
H -0.037 -0.719 1.874
H 0.988 -1.155 -1.937
H 1.639 -2.403 -1.513
O 1.168 -2.043 -2.275

=====

## D
17
Properties=species:S:1:pos:R:3 method="wB97M-V/def2-TZVPD" multiplicity=1 total_charge=0 e_lumo_ev=0.96 smiles="CO[C@H]1C/C1=C/O.[H][H]" homo_energy_ev=-8.50
C 2.461 0.405 -0.097
O 1.164 0.364 -0.629
C 0.309 -0.518 0.020
C -0.304 -0.211 1.392
C -1.029 0.025 0.145
C -1.808 0.837 -0.546
O -1.647 1.043 -1.881
H 2.970 -0.562 -0.213
H 2.436 0.673 0.968
H 2.995 1.174 -0.656
H 0.508 -1.581 -0.174
H -0.510 -1.077 2.026
H -0.018 0.695 1.915
H -1.962 -2.087 0.080
H -2.184 -1.399 -0.156
H -2.672 1.337 -0.123
H -0.709 0.882 -2.071

=====

Result of the stability comparison: D is the least stable of them.

=====

## A
17
Properties=species:S:1:pos:R:3 method="wB97M-V/def2-TZVPD" multiplicity=1 total_charge=0 e_lumo_ev=0.88 smiles=CO[C@H]1C[C@H]1CO homo_energy_ev=-8.36
C -2.139 0.630 -0.287
O -0.760 0.499 -0.569
C -0.003 0.576 0.616
C 0.074 -0.708 1.326
C 1.380 0.038 0.492
C 1.710 -0.535 -0.890
O 1.615 0.453 -1.894
H -2.346 1.602 0.183
H -2.490 -0.167 0.385
H -2.676 0.565 -1.235
H -0.207 1.494 1.167
H 0.092 -0.665 2.419
H -0.351 -1.594 0.880
H 1.619 -0.626 1.369
H 2.747 -0.883 -0.921
H 1.055 -1.389 -1.115
H 0.681 0.709 -1.927

=====

## B
17
Properties=species:S:1:pos:R:3 method="wB97M-V/def2-TZVPD" multiplicity=1 total_charge=0 e_lumo_ev=0.88 smiles=OC[C@H]1CCOC1 homo_energy_ev=-9.66
O -0.167 -1.906 1.702
C -0.661 -1.499 0.440
C -0.460 -0.002 0.324
C 1.015 0.431 0.367
C 1.067 1.651 -0.576
O -0.236 1.815 -1.124
C -0.912 0.582 -1.015
H -0.274 -2.861 1.777
H -0.119 -2.003 -0.379
H -1.730 -1.746 0.333
H -1.015 0.487 1.133
H 1.347 0.663 1.382
H 1.654 -0.380 -0.002
H 1.798 1.496 -1.383
H 1.318 2.582 -0.060
H -0.639 -0.096 -1.846
H -1.986 0.784 -1.072

=====

## C
17
Properties=species:S:1:pos:R:3 method="wB97M-V/def2-TZVPD" multiplicity=1 total_charge=0 e_lumo_ev=0.86 smiles=C[C@H]1OCC[C@H]1O homo_energy_ev=-9.70
C 1.908 -0.099 -0.814
C 0.851 0.362 0.167
O 0.116 1.427 -0.427
C -1.187 1.402 0.118
C -1.535 -0.085 0.180
C -0.189 -0.728 0.556
O 0.081 -1.932 -0.142
H 2.614 0.711 -1.022
H 1.426 -0.396 -1.749
H 2.454 -0.958 -0.416
H 1.317 0.729 1.097
H -1.833 1.991 -0.539
H -1.215 1.855 1.127
H -2.342 -0.320 0.883
H -1.799 -0.452 -0.818
H -0.124 -0.904 1.640
H -0.544 -2.603 0.160

=====

Result of the stability comparison: A is the least stable of them.

=====

## A
17
Properties=species:S:1:pos:R:3 method="wB97M-V/def2-TZVPD" multiplicity=1 total_charge=0 e_lumo_ev=0.89 smiles=C[C@@H](O)[C@H]1CCO1 homo_energy_ev=-9.54
C 0.558 -1.661 1.364
C 0.455 -1.071 -0.032
O -0.740 -1.572 -0.605
C 0.477 0.453 0.036
C -0.077 1.258 -1.153
C -1.041 1.838 -0.111
O -0.524 0.985 0.918
H 0.537 -2.753 1.317
H 1.484 -1.343 1.855
H -0.291 -1.315 1.961
H 1.326 -1.378 -0.639
H -0.711 -1.396 -1.553
H 1.483 0.771 0.353
H 0.616 1.960 -1.619
H -0.564 0.660 -1.928
H -2.108 1.665 -0.286
H -0.880 2.899 0.122

=====

## B
17
Properties=species:S:1:pos:R:3 method="wB97M-V/def2-TZVPD" multiplicity=1 total_charge=0 e_lumo_ev=0.78 smiles="C=C(O)C(C)(C)O" homo_energy_ev=-9.06
C 1.860 0.683 -0.425
C 0.981 -0.274 -0.126
O 1.403 -1.575 -0.217
C -0.471 -0.172 0.321
C -0.744 1.190 0.942
C -1.400 -0.461 -0.859
O -0.689 -1.118 1.363
H 2.175 -1.483 -0.793
H 2.916 0.426 -0.393
H 1.607 1.705 -0.655
H -0.075 1.354 1.792
H -1.778 1.235 1.297
H -0.588 1.988 0.211
H -2.444 -0.397 -0.537
H -1.211 -1.469 -1.246
H -1.227 0.257 -1.668
H -0.329 -1.967 1.073

=====

Result of the stability comparison: A is the least stable of them.

=====

## A
16
Properties=species:S:1:pos:R:3 method="wB97M-V/def2-TZVPD" multiplicity=1 total_charge=0 e_lumo_ev=0.86 homo_energy_ev=-7.38
C -2.406 0.772 0.045
C -0.787 -1.165 -0.054
C 0.394 -0.562 -0.041
C 1.661 -1.362 0.053
C 2.033 1.285 -0.074
C 0.709 0.884 -0.090
H -3.561 0.718 -0.019
H -2.149 1.236 1.042
H -2.120 1.402 -0.808
H -0.899 -2.191 -0.036
H 1.660 -2.150 -0.760
H 1.881 -1.891 0.940
H 2.502 2.170 0.181
H 0.026 1.639 -0.172
O -2.073 -0.661 -0.141
S 3.130 -0.125 -0.065

=====

## B
16
Properties=species:S:1:pos:R:3 method="wB97M-V/def2-TZVPD" multiplicity=1 total_charge=0 e_lumo_ev=0.60 smiles=C#C[C@H](O)[C@@]1(C)CS1 homo_energy_ev=-9.07
C 1.403 -0.366 0.692
C 0.431 -0.389 -0.467
C 0.268 -1.463 -1.427
C -0.946 0.268 -0.030
C -0.803 1.661 0.453
C -0.835 2.831 0.773
H 2.337 -0.697 0.313
H 1.079 -1.047 1.523
H 1.412 0.597 1.172
H -0.707 -1.654 -1.928
H 0.851 -2.378 -1.373
H -1.568 0.344 -0.892
H -1.515 -1.257 1.033
H -0.850 3.826 1.270
O -1.637 -0.296 1.017
S 1.080 0.019 -2.127

=====

## C
16
Properties=species:S:1:pos:R:3 method="wB97M-V/def2-TZVPD" multiplicity=1 total_charge=0 e_lumo_ev=-0.12 homo_energy_ev=-8.29
C -0.329 -2.210 1.189
C 0.420 -2.476 0.070
C -0.672 -0.866 1.349
C 0.070 0.126 -0.249
C 0.954 1.179 0.369
C -1.166 0.631 -0.972
O -1.125 -0.114 2.211
S 0.965 -1.262 -0.938
H -0.852 -2.953 1.752
H 0.638 -3.416 -0.380
H 1.597 1.609 -0.475
H 1.638 0.700 1.143
H 0.391 1.987 0.897
H -1.212 1.601 -0.623
H -2.002 0.103 -0.677
H -0.923 0.639 -2.031

=====

## D
16
Properties=species:S:1:pos:R:3 method="wB97M-V/def2-TZVPD" multiplicity=1 total_charge=0 e_lumo_ev=0.69 smiles="O=C1CC[C@@]2(CS2)C1" homo_energy_ev=-9.10
C -1.619 -0.450 -0.378
C -1.196 1.004 -0.647
C 0.087 1.171 0.194
C 0.712 -0.229 0.082
C 2.017 -0.477 0.602
C -0.482 -1.192 0.170
H -1.999 1.690 -0.476
H -1.021 1.000 -1.711
H 0.783 1.935 -0.122
H -0.207 1.389 1.198
H 2.516 0.361 1.140
H 2.243 -1.426 0.975
H -0.349 -2.116 -0.366
H -0.718 -1.409 1.223
O -2.726 -0.884 -0.642
S 1.956 -0.367 -1.242

=====

Result of the stability comparison: B is the least stable of them.

=====

## A
16
Properties=species:S:1:pos:R:3 method="wB97M-V/def2-TZVPD" multiplicity=1 total_charge=0 e_lumo_ev=-1.22 homo_energy_ev=-8.71
C -1.089 -0.756 1.286
C -0.593 0.184 0.175
C -1.780 0.769 -0.247
C 0.606 0.083 -0.404
C 1.781 -0.501 0.250
C 1.031 0.805 -1.658
H -0.835 -0.257 2.314
H -0.957 -1.742 1.385
H -2.242 -0.818 1.261
H -2.643 1.276 0.363
H 2.404 0.522 0.726
H 1.366 -1.263 1.042
H 2.438 -1.164 -0.477
H 0.100 1.372 -2.139
O -2.065 0.792 -1.523
S 2.477 0.695 -2.356

=====

## B
16
Properties=species:S:1:pos:R:3 method="wB97M-V/def2-TZVPD" multiplicity=1 total_charge=0 e_lumo_ev=0.44 homo_energy_ev=-8.54
C -1.113 -1.568 -0.496
C -0.625 -0.265 0.080
C -0.278 1.021 -0.824
C 0.979 1.454 -0.449
C 1.626 0.666 0.709
C 0.731 -0.381 0.826
H -0.465 -2.107 -1.249
H -1.468 -2.312 0.251
H -1.836 -1.370 -1.294
H -1.626 1.373 0.592
H -0.811 1.708 -1.578
H 1.548 2.325 -0.735
H 2.128 1.240 1.483
H 0.571 -1.065 1.782
O -1.633 0.187 0.990
S 2.271 -0.905 -0.089

=====

## C
16
Properties=species:S:1:pos:R:3 method="wB97M-V/def2-TZVPD" multiplicity=1 total_charge=0 e_lumo_ev="0.21 / -1.38" homo_energy_ev="-7.64 / -7.39"
C 0.985 -1.315 -1.861
C 0.705 -0.258 -2.357
C -0.991 1.058 0.852
C 0.298 1.355 0.511
C 1.257 -2.680 -1.635
C -1.389 1.487 2.227
O 0.138 0.166 0.961
S 0.252 1.359 -2.560
H -1.754 0.705 0.150
H 1.157 2.007 0.518
H 1.185 -3.162 -2.672
H 0.761 -3.083 -0.832
H 2.259 -2.578 -1.225
H -0.818 2.240 2.879
H -1.687 0.673 2.915
H -2.357 2.029 2.129

=====

## D
16
Properties=species:S:1:pos:R:3 method="wB97M-V/def2-TZVPD" multiplicity=1 total_charge=0 e_lumo_ev=0.32 homo_energy_ev=-8.98
C -0.440 -0.542 1.881
C -0.162 -0.343 0.556
C 1.172 0.002 0.111
C 0.637 -0.504 -1.194
C -0.426 0.554 -1.558
C -0.987 0.772 -0.187
H 0.702 -0.787 2.742
H -1.163 0.759 2.123
H -1.515 -1.346 1.966
H 1.666 1.022 -0.114
H 1.934 -0.653 0.332
H 1.305 -0.605 -1.970
H -1.117 0.479 -2.367
H 0.162 1.344 -2.102
O -1.568 1.770 0.271
S -0.200 -1.922 -0.488

=====

Result of the stability comparison: C is the least stable of them.